Here is the molecule C2H5Br2OP in a non-equilibrium geometry from the Open Molecules 2025 dataset. Energies are from ωB97M-V/def2-TZVPD.

Last columns: bonded neighbours and bond lengths (Å).
Element x y z (Å)
1 C 1.3546 0.4765 0.1257  C2 1.484, H7 1.143, H8 1.119, H9 1.116
2 C 0.2788 -0.4590 0.5361  C1 1.484, P3 1.913, H10 1.141, H11 1.173
3 P -1.1338 -0.1571 -0.7177  C2 1.913, O4 1.441, Br5 2.241, Br6 2.187
4 O -0.9707 -0.2873 -2.1435  P3 1.441
5 Br -2.1159 1.8119 -0.2923  P3 2.241
6 Br -2.6798 -1.5967 -0.1499  P3 2.187
7 H 2.2509 0.0110 0.6607  C1 1.143
8 H 1.4937 0.5155 -0.9839  C1 1.119
9 H 1.1951 1.4651 0.6183  C1 1.116
10 H -0.0461 -0.1725 1.5912  C2 1.141
11 H 0.3732 -1.6075 0.7553  C2 1.173

Summary:
* HOMO level: -10.55 eV
* 2S+1: 1
* charge: 0
* relative energy (zero: lowest compared OMol25 entry of this formula, charge and spin): 4.94 kcal/mol
* LUMO level: 0.09 eV
* SMILES string: CCP(=O)(Br)Br
* calculated total energy: -153577.7607 eV

Here are the natural (NBO) charges for atoms 1 to 5, given in e:
1 C -0.66
2 C -0.74
3 P 1.63
4 O -1.05
5 Br -0.21

---

Here is a cluster of 2 separate species, C2H5Br3NO in total in a non-equilibrium geometry from the Open Molecules 2025 dataset. Energies are from ωB97M-V/def2-TZVPD.

Last columns: bonded neighbours and bond lengths (Å).
Element x y z (Å)
1 C 0.6638 -0.2498 0.1219  C2 1.485, N3 1.367, H8 1.103, H9 1.091
2 C 2.0076 0.3504 -0.0732  C1 1.485, Br5 1.872, Br6 1.888
3 N 0.0949 -1.0462 -0.8330  C1 1.367, H10 1.011, H11 1.068
4 O -0.7360 2.4172 0.5813  Br7 1.816, H12 1.001
5 Br 2.9988 1.0927 1.3311  C2 1.872
6 Br 2.6163 0.3711 -1.8600  C2 1.888
7 Br -1.3879 2.6291 -1.1004  O4 1.816
8 H 0.0730 0.6536 0.3485  C1 1.103
9 H 0.5940 -0.6986 1.1140  C1 1.091
10 H 0.0667 -0.7910 -1.8111  N3 1.011
11 H -0.6870 -1.6634 -0.4468  N3 1.068
12 H -1.4135 2.9414 1.0987  O4 1.001

Summary:
* HOMO level (alpha / beta): -13.61 / -13.61 eV
* 2S+1: 1
* charge: +1
* relative energy (zero: lowest compared OMol25 entry of this formula, charge and spin): 85.30 kcal/mol
* LUMO level (alpha / beta): -6.48 / -6.48 eV
* calculated total energy: -215809.3054 eV

Here are the natural (NBO) charges for atoms 1 to 5, given in e:
1 C -0.42
2 C 0.01
3 N -0.82
4 O -0.82
5 Br 0.38

---

Here is a cluster of 2 separate species, C2H5BrClN in total in a non-equilibrium geometry from the Open Molecules 2025 dataset. Energies are from ωB97M-V/def2-TZVPD.

Last columns: bonded neighbours and bond lengths (Å).
Element x y z (Å)
1 C 0.6844 -0.8026 -0.1630  N2 1.377, H5 1.151, H6 1.167, H7 1.197
2 N -0.1835 0.2639 -0.0956  C1 1.377, C3 1.265
3 C -0.3482 0.9351 -1.1557  N2 1.265, Cl4 1.716, H8 1.099
4 Cl -1.4422 2.2574 -1.1784  C3 1.716
5 H 1.1859 -0.6723 -1.1905  C1 1.151
6 H 1.6463 -0.5521 0.4481  C1 1.167
7 H 0.1511 -1.7822 0.2723  C1 1.197
8 H -0.0291 0.6991 -2.1804  C3 1.099
9 Br -1.0190 -0.5905 3.2367  H10 1.533
10 H -0.6457 0.2442 2.0066  Br9 1.533

Summary:
* HOMO level: -10.44 eV
* 2S+1: 1
* charge: 0
* relative energy (zero: lowest compared OMol25 entry of this formula, charge and spin): 39.86 kcal/mol
* LUMO level: 0.71 eV
* SMILES string: C/N=C/Cl.Br
* calculated total energy: -86208.7210 eV

Here are the natural (NBO) charges for atoms 1 to 5, given in e:
1 C -0.46
2 N -0.44
3 C 0.08
4 Cl 0.01
5 H 0.18

---

Here is the molecule C2H5BrClN in a non-equilibrium geometry from the Open Molecules 2025 dataset. Energies are from ωB97M-V/def2-TZVPD.

Last columns: bonded neighbours and bond lengths (Å).
Element x y z (Å)
1 N 1.0248 0.2468 -0.1072  C2 1.463, H6 0.989, H7 0.993
2 C -0.3266 0.5986 -0.5434  N1 1.463, Cl3 1.780, C4 1.528, H8 1.144
3 Cl -0.7694 2.2109 0.0679  C2 1.780
4 C -1.2216 -0.4116 0.1721  C2 1.528, Br5 1.921, H9 1.123, H10 1.189
5 Br -3.1203 -0.1901 -0.0145  C4 1.921
6 H 1.6674 0.8063 -0.6093  N1 0.989
7 H 1.1675 0.4566 0.8525  N1 0.993
8 H -0.3666 0.7250 -1.6792  C2 1.144
9 H -1.2082 -0.2893 1.2882  C4 1.123
10 H -1.0136 -1.5376 -0.1484  C4 1.189

Summary:
* HOMO level: -10.06 eV
* 2S+1: 1
* charge: 0
* relative energy (zero: lowest compared OMol25 entry of this formula, charge and spin): 13.14 kcal/mol
* LUMO level: 0.87 eV
* SMILES string: N[C@H](Cl)CBr
* calculated total energy: -86209.8797 eV

Here are the natural (NBO) charges for atoms 1 to 5, given in e:
1 N -0.81
2 C -0.08
3 Cl -0.09
4 C -0.49
5 Br 0.00